No. 1
Entry from the OMol25 dataset: a molecular structure, C28H49ClCuN7O4 (ωB97M-V with the def2-TZVPD basis set).

Calculated total energy ... -3880.8766 Ha
E_LUMO ... -2.68 eV

Each line ends with the Mulliken charge.
Cartesian coordinates (Å):
Cu (-2.873, 2.337, 2.827)  0.6260
Cl (-0.206, 1.093, 0.408)  1.3805
O (1.093, 1.560, 0.019)  -0.5911
O (-0.981, 0.845, -0.791)  -0.5512
O (-0.138, -0.126, 1.191)  -0.5159
O (-0.864, 2.110, 1.236)  -0.6083
C (3.625, -3.270, 1.488)  -1.6428
C (2.782, -2.061, 1.817)  0.5084
C (3.603, -0.784, 1.978)  0.9015
C (4.411, -0.527, 0.788)  0.1735
N (5.042, -0.366, -0.137)  -0.6297
H (3.071, -4.205, 1.610)  0.3944
H (4.457, -3.377, 2.194)  0.4214
H (4.037, -3.223, 0.482)  0.3740
H (2.266, -2.194, 2.774)  0.1810
H (1.997, -1.911, 1.075)  -0.2953
H (4.271, -0.815, 2.834)  0.5499
H (2.908, 0.050, 2.052)  -0.9489
C (-4.127, -3.036, -1.725)  -1.2549
C (-4.311, -1.599, -1.206)  -0.2074
C (-3.318, -1.242, -0.111)  1.1276
C (-3.350, -2.191, 0.991)  0.0810
N (-3.409, -2.922, 1.880)  -0.5923
H (-5.023, -3.359, -2.247)  0.3781
H (-4.006, -3.713, -0.873)  0.4159
H (-3.248, -3.139, -2.359)  0.2684
H (-5.322, -1.546, -0.793)  0.4151
H (-4.213, -0.897, -2.032)  -0.1937
H (-3.466, -0.249, 0.313)  0.2623
H (-2.317, -1.249, -0.549)  -0.7191
C (1.896, 2.159, 3.587)  -0.4793
C (2.611, 3.095, 4.557)  -0.6699
C (3.784, 2.428, 5.255)  -0.5308
C (4.799, 1.807, 4.415)  0.3066
N (5.622, 1.296, 3.800)  -0.4819
H (1.587, 1.279, 4.163)  0.1175
H (2.501, 1.919, 2.717)  0.2012
H (0.985, 2.602, 3.181)  0.2186
H (1.915, 3.404, 5.343)  0.3664
H (2.907, 4.023, 4.062)  0.3596
H (3.409, 1.592, 5.864)  0.2375
H (4.286, 3.092, 5.961)  0.3846
C (-4.488, 0.933, -4.328)  -1.3209
C (-3.115, 1.400, -4.774)  -0.4193
C (-2.008, 0.461, -4.331)  1.7779
C (-2.154, -0.880, -4.899)  0.0179
N (-2.294, -1.930, -5.296)  -0.5912
H (-4.646, -0.116, -4.596)  0.3334
H (-5.264, 1.540, -4.793)  0.4251
H (-4.621, 0.986, -3.244)  0.2340
H (-2.940, 2.375, -4.316)  0.2106
H (-3.144, 1.503, -5.856)  0.4014
H (-1.982, 0.336, -3.244)  -0.5221
H (-1.048, 0.877, -4.645)  -0.4527
C (-2.592, -2.062, 5.950)  -1.1860
C (-1.146, -2.127, 5.464)  -0.5421
C (-0.915, -1.323, 4.184)  0.9848
C (-1.354, 0.064, 4.232)  0.6301
N (-1.738, 1.152, 4.310)  -0.9269
H (-2.660, -2.444, 6.971)  0.3636
H (-3.245, -2.703, 5.360)  0.2908
H (-2.945, -1.030, 5.972)  0.3305
H (-0.928, -3.164, 5.210)  0.3413
H (-0.497, -1.809, 6.279)  0.3655
H (-1.442, -1.788, 3.351)  -0.0907
H (0.148, -1.242, 3.943)  -0.3263
C (0.815, 3.408, -5.465)  -1.2519
C (0.174, 3.852, -4.147)  -0.2853
C (0.908, 3.440, -2.900)  1.0344
C (2.306, 3.833, -2.806)  -0.0091
N (3.396, 4.167, -2.744)  -0.5467
H (1.814, 3.841, -5.546)  0.4350
H (0.276, 3.767, -6.346)  0.3564
H (0.835, 2.319, -5.522)  0.2194
H (-0.854, 3.485, -4.109)  -0.0711
H (0.120, 4.945, -4.224)  0.3972
H (0.902, 2.353, -2.775)  -0.6007
H (0.411, 3.829, -2.009)  0.3294
C (0.255, -2.360, -1.955)  -1.0531
C (1.747, -2.480, -1.844)  -0.5361
C (2.455, -1.149, -2.118)  0.6445
C (1.882, -0.410, -3.233)  -0.2509
N (1.398, 0.200, -4.073)  -0.4277
H (-0.147, -1.434, -1.530)  -0.0920
H (-0.270, -3.204, -1.493)  0.4975
H (-0.090, -2.380, -2.995)  0.4551
H (2.085, -3.125, -2.659)  0.4002
H (2.070, -2.864, -0.887)  0.1124
H (3.521, -1.281, -2.282)  0.6353
H (2.315, -0.452, -1.280)  -0.4596

No. 2
Entry from the OMol25 dataset: a gas-phase ion, C3H5O3 (charge -1) (ωB97M-V with the def2-TZVPD basis set).

Calculated total energy ... -343.0835 Ha
E_LUMO ... 3.87 eV
Total charge ... -1
SMILES ... O=C([O-])CCO

Each line ends with the Mulliken charge.
Cartesian coordinates (Å):
O (-0.735, -2.075, -0.352)  -0.6934
C (-0.241, -1.220, -1.092)  0.4850
O (-0.112, -1.238, -2.349)  -0.7476
C (0.335, 0.122, -0.507)  -0.4957
C (0.009, 0.203, 0.957)  -0.2360
O (0.158, 1.555, 1.554)  -0.5442
H (1.385, 0.238, -0.758)  0.2065
H (-0.149, 0.976, -1.027)  0.2192
H (0.617, -0.471, 1.586)  0.2645
H (-1.000, -0.146, 1.128)  0.2470
H (-0.266, 2.056, 0.860)  0.2948

No. 3
Entry from the OMol25 dataset: 2 unconnected molecules or ions with the total composition C3H12N2O (ωB97M-V with the def2-TZVPD basis set).

Calculated total energy ... -306.2156 Ha
E_LUMO ... 0.75 eV
SMILES ... NCCCN.O

Each line ends with the Mulliken charge.
Cartesian coordinates (Å):
N (-0.135, 2.760, 1.489)  -0.6106
C (-0.650, 1.368, 1.660)  -0.4145
C (-0.733, 0.821, 0.194)  -0.4527
C (-1.180, -0.643, 0.178)  -0.5573
N (-1.174, -1.178, -1.186)  -0.4948
H (0.580, 2.999, 2.184)  0.2152
H (0.462, 2.851, 0.667)  0.2476
H (-0.007, 0.696, 2.244)  0.3336
H (-1.597, 1.526, 2.160)  0.2365
H (0.257, 0.847, -0.252)  0.2942
H (-1.605, 1.363, -0.210)  0.2669
H (-0.430, -1.168, 0.779)  0.2773
H (-2.153, -0.711, 0.722)  0.2877
H (-1.645, -0.658, -1.912)  0.1859
H (-1.428, -2.144, -1.323)  0.1893
O (3.287, -2.603, -2.012)  -0.6389
H (3.219, -1.734, -1.605)  0.3181
H (2.645, -3.167, -1.575)  0.3165

No. 4
Entry from the OMol25 dataset: 4 unconnected molecules or ions with the total composition C2H14N2O3 (ωB97M-V with the def2-TZVPD basis set).

Calculated total energy ... -419.7978 Ha
E_LUMO ... 0.60 eV
SMILES ... CNCN.O.O.O

Each line ends with the Mulliken charge.
Cartesian coordinates (Å):
C (0.571, 0.714, 1.660)  -0.8270
N (1.234, 1.427, 0.575)  -0.2425
C (0.274, 2.231, -0.172)  -0.6028
N (-0.389, 1.590, -1.322)  -0.5734
H (1.370, 0.392, 2.317)  0.3536
H (-0.194, 1.331, 2.236)  0.3328
H (-0.113, -0.066, 1.363)  0.1640
H (1.931, 2.031, 0.991)  0.2577
H (0.827, 3.050, -0.676)  0.3626
H (-0.488, 2.706, 0.473)  0.3459
H (0.295, 1.031, -1.819)  0.2328
H (-1.183, 1.008, -1.103)  0.2710
O (2.074, -1.597, -0.358)  -0.6297
H (2.924, -1.476, 0.072)  0.2960
H (1.839, -1.012, -1.077)  0.3005
O (-2.603, -0.536, -0.375)  -0.6599
H (-2.028, -1.236, -0.019)  0.3606
H (-3.231, -1.052, -0.889)  0.3073
O (-0.998, -2.827, -0.013)  -0.7150
H (-0.638, -3.413, 0.659)  0.3250
H (-0.305, -2.214, -0.321)  0.3405

Q: Look up the E_LUMO of the third one.
A: 0.75 eV